# 1
Formula: C45H44P2Sr
Source: the OMol25 dataset
Level of theory: ωB97M-V/def2-TZVPD

* ΔE to the lowest compared entry with this formula, charge and spin: 549.8 kJ/mol
* electronic energy: -2454.18552 hartree
* HOMO-LUMO gap (alpha / beta): 5.09 / 4.43 eV
* largest force on an atom: 3.86 eV Å⁻¹
* lowest unoccupied orbital energy (alpha / beta): -0.2 / -0.2 eV

XYZ file:
```
92
C45H44P2Sr (ωB97M-V/def2-TZVPD)
Sr -0.12592 1.47899 0.39424
C -1.30265 1.03528 -4.05368
C -1.40606 -0.28213 -3.79832
C -0.80865 -1.30591 -4.72251
C 0.62531 -1.02192 -5.22281
C 1.53377 -0.10516 -4.44137
C 1.54559 1.23266 -4.48980
C 0.62934 2.09116 -5.30362
C -0.84239 1.65026 -5.30205
C 1.70645 0.23769 2.27419
H -1.75193 1.77814 -3.41498
H -2.13278 -0.69654 -3.07448
H -1.48703 -1.37014 -5.59827
H -0.85774 -2.29412 -4.24252
H 1.12110 -2.00498 -5.29664
H 0.50285 -0.61220 -6.23468
H 2.39743 -0.62090 -3.99985
H 2.42503 1.79523 -4.13976
H 0.98116 2.09489 -6.35001
H 0.71117 3.12722 -4.95427
H -1.46747 2.53608 -5.50294
H -0.96522 0.90382 -6.08766
H 1.54710 1.26418 2.76151
H 2.68499 -0.04375 2.73583
H 0.88511 -0.37522 2.72837
P -1.20405 -1.06977 -0.37976
P 2.30252 -0.19813 0.41436
C 0.19410 -1.32187 -1.41563
C 1.49892 -0.95641 -1.08281
C -2.16050 -2.50459 -0.09841
C -2.55157 -3.43680 -1.07898
C -3.37240 -4.50852 -0.72103
C -3.77051 -4.68752 0.61938
C -3.23916 -3.85823 1.61047
C -2.45836 -2.75867 1.26052
C -2.39442 0.28380 -0.94570
C -1.92661 1.58175 -1.29732
C -2.55538 2.76956 -0.92896
C -3.87931 2.64511 -0.50121
C -4.47814 1.38920 -0.39273
C -3.73875 0.20762 -0.55593
C 3.83511 -1.24036 0.41342
C 3.71566 -2.56640 0.89731
C 4.85433 -3.34713 1.11913
C 6.12607 -2.87204 0.78933
C 6.25574 -1.55444 0.33348
C 5.12161 -0.73020 0.13914
C 2.83889 1.43094 -0.28670
C 3.05060 2.43041 0.68957
C 3.10600 3.77785 0.36317
C 3.15965 4.18232 -0.96135
C 2.97139 3.21860 -1.96057
C 2.82717 1.85680 -1.62700
H 0.00087 -2.05459 -2.23532
H 2.23092 -1.33909 -1.83356
H -2.20290 -3.31115 -2.10686
H -3.73119 -5.18132 -1.51303
H -4.44548 -5.50543 0.86083
H -3.47439 -4.05491 2.65708
H -2.07650 -2.09358 2.04016
H -1.00453 1.63907 -1.91238
H -1.99821 3.71383 -0.97710
H -4.42322 3.56722 -0.27841
H -5.53365 1.33789 -0.09777
H -4.14239 -0.76624 -0.25043
H 2.70027 -2.96557 1.05618
H 4.71379 -4.33965 1.52729
H 6.99338 -3.51668 0.96543
H 7.26148 -1.18554 0.11506
H 5.28104 0.28337 -0.26830
H 3.12672 2.14868 1.73817
H 3.15317 4.49695 1.16961
H 3.32345 5.22914 -1.21846
H 2.97558 3.52811 -3.01615
H 2.59716 1.12496 -2.39848
C -0.88218 0.51451 7.91151
C 0.24597 0.71917 7.06676
C 0.08228 0.86079 5.69532
C -1.20825 0.80657 5.08756
C -1.44193 0.87838 3.71021
C -2.69637 0.76460 3.19358
C -3.82170 0.54432 4.04495
C -3.65449 0.45623 5.40655
C -2.37200 0.59147 5.97122
C -2.16025 0.45829 7.36136
H -0.73042 0.36332 8.98849
H 1.24062 0.77109 7.52705
H 0.98012 1.01208 5.07735
H -2.86837 0.82095 2.12422
H -4.80868 0.45413 3.61989
H -4.47740 0.27077 6.09769
H -3.02946 0.30229 8.01357
```

=====

# 2
Formula: C4H12NO
Source: the OMol25 dataset
Level of theory: ωB97M-V/def2-TZVPD

* charge: +1
* ΔE to the lowest compared entry with this formula, charge and spin: 146.3 kJ/mol
* electronic energy: -289.31912 hartree
* HOMO-LUMO gap: 11.45 eV
* largest force on an atom: 1.44 eV Å⁻¹
* lowest unoccupied orbital energy: -4.4 eV

XYZ file:
```
18
C4H12NO (ωB97M-V/def2-TZVPD)
C -1.36331 -0.87560 0.44042
C -0.69987 0.27526 1.15289
C -1.64561 1.44346 1.38254
O 0.51598 0.78466 0.37445
H -0.86497 -1.83206 0.60542
H -1.42006 -0.68367 -0.63055
H -2.37267 -0.98967 0.83409
H -0.18980 0.00434 2.07432
H -2.27619 1.24269 2.24258
H -2.22851 1.58030 0.46798
H -1.09043 2.36395 1.56541
H 0.13061 1.45165 -0.20349
C 1.80246 -0.70920 -2.29898
N 1.55664 -0.99985 -1.08879
H 1.94188 -1.49684 -3.03189
H 1.90978 0.32114 -2.61842
H 1.08612 -0.13406 -0.37439
H 1.40170 -1.97990 -0.88606
```

=====

# 3
Formula: C22H21NO3
Source: the OMol25 dataset
Level of theory: ωB97M-V/def2-TZVPD

* ΔE to the lowest compared entry with this formula, charge and spin: 96.5 kJ/mol
* electronic energy: -1131.43997 hartree
* HOMO-LUMO gap: 8.43 eV
* largest force on an atom: 0.76 eV Å⁻¹
* SMILES string: O=C(O)CCc1ccc(NCc2cccc(Oc3ccccc3)c2)cc1
* lowest unoccupied orbital energy: 0.7 eV

XYZ file:
```
47
C22H21NO3 (ωB97M-V/def2-TZVPD)
O 0.39835 4.30686 -1.99230
C 1.41407 4.79262 -2.41047
O 1.65961 4.91663 -3.72275
C 2.55234 5.31540 -1.57444
C 3.75463 4.35630 -1.67589
C 3.35211 2.97686 -1.23644
C 2.97301 2.01429 -2.16142
C 2.51512 0.77471 -1.76333
C 2.41038 0.45775 -0.40752
N 2.00396 -0.78340 0.04468
C 1.02664 -1.59996 -0.64588
C -0.39652 -1.17845 -0.35583
C -0.82601 0.10809 -0.66185
C -2.12426 0.49287 -0.37821
C -3.00403 -0.38940 0.22027
C -2.57699 -1.67299 0.54190
O -3.50490 -2.53015 1.07624
C -3.12784 -3.47186 1.99582
C -3.86509 -4.65180 2.03150
C -3.57770 -5.61668 2.97763
C -2.55639 -5.41788 3.89195
C -1.83181 -4.23870 3.86339
C -2.11329 -3.26326 2.92456
C -1.27587 -2.06489 0.24751
C 2.81813 1.41978 0.52095
C 3.27723 2.65327 0.11217
H 0.92530 4.54821 -4.23824
H 2.83711 6.30214 -1.94142
H 2.21536 5.38427 -0.54034
H 4.55720 4.73926 -1.04260
H 4.10522 4.33603 -2.70898
H 3.03606 2.23713 -3.21781
H 2.23316 0.05526 -2.51681
H 1.88527 -0.81191 1.04922
H 1.17679 -2.63689 -0.32865
H 1.21787 -1.54716 -1.71903
H -0.14659 0.81111 -1.11896
H -2.44928 1.49233 -0.62343
H -4.02021 -0.10555 0.44427
H -4.65862 -4.78992 1.31372
H -4.15257 -6.53055 2.99845
H -2.33024 -6.17520 4.62708
H -1.04297 -4.07041 4.58181
H -1.55874 -2.33600 2.91491
H -0.95655 -3.07172 0.47963
H 2.76004 1.18984 1.57629
H 3.57360 3.38195 0.85357
```

=====

> The lowest electronic energy belongs to which entry?

C45H44P2Sr

=====

> Which of these has the lowest ΔE to the lowest compared entry with this formula, charge and spin?

C22H21NO3

=====

> What is the ΔE to the lowest compared entry with this formula, charge and spin in the first record?

549.8 kJ/mol

=====

> Which formula does entry 3 have?

C22H21NO3